A:
Below is C8H11N3O2 in the gas phase, with properties calculated with ωB97M-V with the def2-TZVPD basis set.

Each line ends with the natural charge from an NBO analysis.
Positions of all 24 atoms, in Å:
C 2.217 0.184 0.092  0.520
C 1.807 -0.327 -1.249  -0.506
C 0.298 -0.772 -1.354  -0.411
C -0.564 -2.393 0.542  -0.076
C 1.445 1.298 0.599  -0.112
C -0.455 0.159 0.850  -0.020
C -0.107 -1.088 0.070  0.152
C -2.553 1.316 0.419  -0.388
N 0.745 2.233 -0.197  -0.242
N -0.513 2.234 -0.284  0.058
N -1.122 1.215 0.316  -0.302
O 3.177 -0.190 0.712  -0.523
O 0.714 -2.003 0.773  -0.470
H 2.115 0.636 -1.867  0.244
H 2.533 -1.132 -1.449  0.246
H -0.263 0.023 -1.602  0.211
H 0.097 -1.625 -2.156  0.229
H -1.125 -2.332 1.401  0.172
H -0.905 -3.126 -0.312  0.179
H 1.932 1.810 1.351  0.223
H -0.751 -0.058 1.838  0.199
H -2.715 0.595 1.243  0.200
H -2.880 2.334 0.648  0.218
H -3.126 1.009 -0.385  0.199

Values from the calculation:
**Net charge**: 0
**Lowest unoccupied orbital energy**: 0.03 eV
**M**: 181.2 g/mol
**HOMO-LUMO gap**: 8.71 eV

***

B:
Below is C8H11N3O2 in the gas phase, with properties calculated with ωB97M-V with the def2-TZVPD basis set.

Each line ends with the natural charge from an NBO analysis.
Positions of all 24 atoms, in Å:
C -1.489 -1.160 0.412  0.254
C 2.152 1.287 2.478  0.645
C 2.315 1.601 -0.530  0.069
C 1.570 0.807 0.339  0.052
C -0.269 -0.626 1.149  -0.526
C 0.457 0.099 0.054  0.262
C -2.629 -1.880 1.092  -0.648
C -0.088 0.305 -2.518  -0.406
N -1.553 -0.679 -0.778  -0.225
N 1.827 1.942 -1.724  -0.683
N -0.369 -0.008 -1.096  -0.236
O 1.387 2.226 2.585  -0.590
O 2.277 0.416 1.543  -0.475
H 2.835 1.089 3.335  0.113
H 3.202 2.154 -0.226  0.184
H -0.676 0.037 1.799  0.254
H 0.383 -1.176 1.738  0.250
H -3.119 -2.566 0.314  0.245
H -3.312 -1.139 1.476  0.231
H -2.021 -2.247 1.820  0.216
H 0.841 -0.253 -2.806  0.204
H -0.889 -0.218 -3.132  0.215
H -0.018 1.402 -2.625  0.258
H 2.508 2.591 -2.169  0.337

Values from the calculation:
**Net charge**: 0
**Lowest unoccupied orbital energy**: 0.44 eV
**M**: 181.2 g/mol
**Structure (SMILES)**: [H]/N=C/C(OC=O)=C1/CC(C)=NN1C
**HOMO-LUMO gap**: 8.17 eV

***

Which structure wins on stability? B wins.

***

A:
Below is 2 unconnected molecules or ions with the total composition C3H5BrN2, with properties calculated with ωB97M-V with the def2-TZVPD basis set.

Each line ends with the natural charge from an NBO analysis.
Positions of all 11 atoms, in Å:
C 0.827 1.875 0.257  0.329
C 0.602 -0.731 0.625  -0.706
C -0.282 -1.024 -0.541  0.403
N 0.074 2.699 0.590  -0.684
N -1.319 -0.562 -0.842  -0.659
Br 0.699 -2.278 -1.832  -0.197
H 1.476 -1.388 0.551  0.247
H -0.079 -0.916 1.419  0.233
H 0.771 0.380 0.682  0.223
H -0.850 2.655 0.692  0.413
H -1.919 -0.710 -1.602  0.397

Values from the calculation:
**Net charge**: 0
**Lowest unoccupied orbital energy**: 0.79 eV
**M**: 149.0 g/mol
**HOMO-LUMO gap**: 10.49 eV

***

B:
Below is 2 unconnected molecules or ions with the total composition C3H5BrN2, with properties calculated with ωB97M-V with the def2-TZVPD basis set.

Each line ends with the natural charge from an NBO analysis.
Positions of all 11 atoms, in Å:
C 0.408 -2.780 -0.029  -0.266
C 0.675 -1.621 0.166  0.146
C 0.227 1.833 -0.040  -0.155
N 0.947 -0.354 0.148  -0.442
N 0.052 0.586 -0.227  -0.213
Br -3.088 0.534 -0.287  -0.233
H 0.325 -3.735 -0.404  0.229
H -1.773 0.942 -0.110  0.198
H -0.579 2.428 -0.405  0.203
H 1.111 2.182 0.432  0.163
H 1.697 -0.015 0.755  0.369

Values from the calculation:
**Net charge**: 0
**Lowest unoccupied orbital energy**: 0.68 eV
**M**: 149.0 g/mol
**Structure (SMILES)**: C#CNN=C.Br
**HOMO-LUMO gap**: 9.53 eV

***

C:
Below is C3H5BrN2 in the gas phase, with properties calculated with ωB97M-V with the def2-TZVPD basis set.

Each line ends with the natural charge from an NBO analysis.
Positions of all 11 atoms, in Å:
C 0.030 -0.127 -0.042  0.068
C -0.641 -0.409 1.058  -0.019
C 1.464 -0.531 -1.084  -0.560
N -0.582 1.252 -0.109  -0.453
N -1.431 0.778 1.019  -0.482
Br -0.964 -1.992 2.089  0.067
H 2.390 -0.602 -0.645  0.216
H 1.109 -1.442 -1.426  0.213
H 1.250 0.278 -1.728  0.214
H -1.086 1.353 -0.947  0.353
H -1.539 1.443 1.815  0.382

Values from the calculation:
**Net charge**: 0
**Lowest unoccupied orbital energy**: 0.83 eV
**M**: 149.0 g/mol
**Structure (SMILES)**: Cc1[nH][nH]c1Br
**HOMO-LUMO gap**: 9.38 eV

***

Which structure wins on stability? A wins.

***

A:
Below is 12 unconnected molecules or ions with the total composition C6H36N2O11, with properties calculated with ωB97M-V with the def2-TZVPD basis set.

Each line ends with the natural charge from an NBO analysis.
Positions of all 55 atoms, in Å:
C 3.780 -1.076 0.601  -0.621
C 2.246 -1.302 0.808  -0.041
C 1.627 -0.160 1.668  -0.411
C 0.072 -0.293 1.601  -0.485
N -1.942 3.091 1.197  -0.896
C -1.794 1.583 1.476  -0.049
C -0.622 1.046 1.241  -0.176
N 1.672 -1.515 -0.445  -0.894
H 4.321 -1.248 1.449  0.223
H 3.978 -0.074 0.605  0.200
H 4.270 -1.626 -0.301  0.211
H 1.965 -2.354 1.243  0.183
H 2.026 0.822 1.276  0.244
H 1.835 -0.318 2.736  0.181
H -0.576 -0.723 2.400  0.251
H -0.345 -0.993 0.774  0.218
H -2.703 3.278 0.698  0.367
H -1.847 3.437 2.180  0.378
H -2.691 1.170 1.875  0.201
H 0.149 1.716 1.109  0.164
H 2.332 -1.077 -1.080  0.371
H 0.642 -1.122 -0.600  0.391
H -2.406 0.783 -3.291  0.477
H -3.726 -0.038 -2.587  0.479
O -3.266 0.620 -3.337  -0.960
H -2.830 -1.615 0.115  0.473
H -3.532 -0.324 -0.006  0.463
O -3.720 -1.229 0.273  -0.996
H -4.537 0.944 -1.163  0.485
H -3.051 1.404 -1.097  0.500
O -3.820 1.266 -0.599  -0.950
H 0.218 -0.563 -3.668  0.504
H -1.013 -1.665 -3.705  0.522
O -0.721 -0.764 -3.556  -0.933
H 0.952 -0.821 3.730  0.460
H -0.027 -0.132 4.723  0.462
O 0.483 -0.927 4.685  -0.932
H -0.722 -2.856 -0.445  0.517
H -2.180 -3.410 0.069  0.500
O -1.688 -2.742 -0.481  -1.005
H -0.854 -0.163 -2.202  0.488
H -1.839 -0.042 -0.918  0.462
O -1.200 0.496 -1.359  -1.027
H -0.548 3.712 -0.677  0.493
H 0.700 3.918 -0.123  0.465
O 0.390 3.815 -1.020  -0.938
H 3.595 1.896 -0.929  0.497
H 4.810 1.454 -0.009  0.456
O 4.460 2.174 -0.571  -0.973
H 1.530 -3.429 -0.361  0.503
H 0.837 -4.658 -0.682  0.458
O 0.683 -3.971 -0.169  -0.961
H 1.524 1.243 -1.740  0.476
H 1.154 2.020 -0.556  0.518
O 1.947 1.345 -0.854  -0.996

Values from the calculation:
**Net charge**: 0
**Lowest unoccupied orbital energy**: -0.37 eV
**M**: 312.4 g/mol
**Structure (SMILES)**: C[C@H](N)CC/C=C/N.O.O.O.O.O.O.O.O.O.O.O
**HOMO-LUMO gap**: 9.04 eV

***

B:
Below is 12 unconnected molecules or ions with the total composition C6H36N2O11, with properties calculated with ωB97M-V with the def2-TZVPD basis set.

Each line ends with the natural charge from an NBO analysis.
Positions of all 55 atoms, in Å:
C -2.081 0.783 -0.930  -0.247
N -1.055 0.336 0.006  -0.666
C 0.093 -0.385 -0.605  -0.257
C 1.171 -0.313 0.494  -0.478
C 2.106 -1.431 0.072  -0.165
C 2.288 -2.462 0.920  -0.442
C -2.949 -0.263 -1.720  -0.245
N -2.190 -0.841 -2.835  -0.870
H -2.676 1.442 -0.290  0.212
H -1.664 1.452 -1.685  0.211
H -1.450 -0.243 0.738  0.382
H 0.233 -0.012 -1.649  0.220
H -0.267 -1.428 -0.869  0.191
H 0.948 -0.465 1.599  0.241
H 1.710 0.667 0.496  0.221
H 2.383 -1.588 -0.967  0.204
H 2.988 -3.256 0.695  0.200
H 1.823 -2.461 1.886  0.203
H -3.969 0.164 -1.952  0.181
H -3.283 -1.116 -1.076  0.191
H -1.710 -0.111 -3.340  0.372
H -2.830 -1.360 -3.421  0.375
H 0.115 4.726 -1.125  0.489
H 1.336 4.351 -1.994  0.489
O 0.402 4.649 -2.042  -0.993
H -0.337 0.705 4.946  0.495
H -0.437 0.949 3.424  0.494
O -0.044 1.288 4.238  -0.984
H -0.119 3.012 -3.508  0.514
H -0.562 1.871 -4.539  0.478
O -0.155 2.059 -3.692  -0.988
H -0.456 -4.502 -0.012  0.477
H 1.095 -3.949 -0.087  0.500
O 0.433 -4.504 0.327  -0.976
H -1.123 -2.385 -2.468  0.488
H -0.039 -2.855 -3.332  0.462
O -0.501 -3.149 -2.536  -0.978
H 1.642 2.589 3.143  0.472
H 1.582 2.232 4.552  0.497
O 2.204 2.177 3.821  -0.934
H -2.402 -3.256 0.691  0.482
H -1.077 -2.477 0.963  0.480
O -2.033 -2.507 1.167  -0.957
H 1.647 2.569 -2.016  0.482
H 1.797 2.718 -3.586  0.493
O 2.189 2.914 -2.731  -0.960
H -0.511 2.092 0.406  0.497
H -0.701 3.336 1.275  0.463
O -0.465 3.077 0.375  -0.998
H -0.709 -1.977 2.716  0.479
H 0.394 -0.995 3.256  0.491
O -0.488 -1.375 3.429  -0.975
H 3.242 -0.640 3.077  0.495
H 2.142 0.540 3.281  0.513
O 2.322 -0.387 3.011  -1.020

Values from the calculation:
**Net charge**: 0
**Lowest unoccupied orbital energy**: 0.18 eV
**M**: 312.4 g/mol
**Structure (SMILES)**: C=CCCNCCN.O.O.O.O.O.O.O.O.O.O.O
**HOMO-LUMO gap**: 9.41 eV

***

Which structure wins on stability? B wins.